# C3H6N2S2

One molecule with the formula C3H6N2S2 (the ωB97M-V functional and the def2-TZVPD basis, the OMol25 dataset).

```
! RIJCOSX wB97M-V def2-TZVPD def2/J DEFGRID3
* xyz 0 1
C 0.629 0.410 -2.437
C 0.383 -0.279 0.230
C -1.444 0.196 1.959
H 1.600 0.870 -2.224
H 0.783 -0.627 -2.714
H 0.112 0.920 -3.264
H 0.304 -0.842 2.119
H -1.542 -0.069 2.997
H -2.246 1.087 0.442
N -0.238 -0.322 1.456
N -2.370 0.870 1.429
S -0.475 0.582 -1.035
S 1.840 -1.028 0.031
*
```

Values from the calculation:
**Structure (SMILES)**: [H]/N=C\NC(=S)SC
**HOMO**: -8.972 eV
**Calculated total energy**: -27858.66045 eV
**Orbital gap**: 0.32971 Ha
**LUMO level**: -0.0002 eV
**Molar mass**: 134.2 g/mol
**Energy above the lowest of the compared OMol25 structures with the same formula, charge and spin**: 10.1 kcal per mole


# C3H6N2S2

One molecule with the formula C3H6N2S2 in a non-equilibrium geometry (the ωB97M-V functional and the def2-TZVPD basis, the OMol25 dataset).

```
! RIJCOSX wB97M-V def2-TZVPD def2/J DEFGRID3
* xyz 0 1
C -0.924 -0.622 0.445
C -0.692 0.592 -0.428
C 0.665 1.045 0.255
H -1.209 -1.225 2.356
H -1.413 0.337 2.093
H -0.981 -2.018 -1.023
H -1.330 1.444 -0.299
H 0.418 -1.068 -1.571
H 0.560 2.176 -0.021
N -0.814 -0.361 1.865
N -1.114 -1.775 -0.058
S -0.397 0.209 -2.126
S 1.845 0.366 1.137
*
```

Values from the calculation:
**Structure (SMILES)**: [H]/N=C(/N)[C@H](S)C=S
**HOMO**: -8.551 eV
**Calculated total energy**: -27855.72247 eV
**Orbital gap**: 0.29983 Ha
**LUMO level**: -0.3917 eV
**Molar mass**: 134.2 g/mol
**Energy above the lowest of the compared OMol25 structures with the same formula, charge and spin**: 77.8 kcal per mole


# C3H6N2S2

C3H6N2S2 as an isolated structure in a non-equilibrium geometry (the ωB97M-V functional and the def2-TZVPD basis, the OMol25 dataset).

```
! RIJCOSX wB97M-V def2-TZVPD def2/J DEFGRID3
* xyz 0 1
C 0.561 1.274 -1.477
C -0.666 0.318 0.606
C 0.182 -2.203 1.031
H -0.154 0.519 -2.344
H 1.695 1.201 -1.777
H 0.319 2.438 -1.522
H 1.408 0.965 0.705
H -2.421 0.580 1.113
H 0.468 -2.063 0.027
N 0.556 0.517 -0.118
N -1.834 0.879 0.253
S -0.514 -0.737 1.852
S 0.400 -3.688 1.651
*
```

Values from the calculation:
**HOMO**: -8.994 eV
**Calculated total energy**: -27855.03768 eV
**Orbital gap**: 0.31174 Ha
**LUMO level**: -0.5115 eV
**Molar mass**: 134.2 g/mol
**Energy above the lowest of the compared OMol25 structures with the same formula, charge and spin**: 93.6 kcal per mole


# C3H6N2S2

One molecule with the formula C3H6N2S2 in a non-equilibrium geometry (the ωB97M-V functional and the def2-TZVPD basis, the OMol25 dataset).

```
! RIJCOSX wB97M-V def2-TZVPD def2/J DEFGRID3
* xyz 0 3
C 1.403 0.415 -0.183
C 0.748 1.035 -1.064
C 0.887 -0.389 0.888
N -2.208 1.308 0.820
N 0.052 -2.103 -0.832
S -1.878 0.499 -0.461
S -0.585 -1.270 0.367
H 2.469 0.524 -0.174
H 0.938 1.642 -1.905
H 1.416 -1.160 1.261
H 0.530 0.225 1.669
H -3.046 1.899 0.744
H -0.726 -2.627 -1.129
*
```

Values from the calculation:
**HOMO (spin up / spin down)**: -7.020 / -8.156 eV
**Calculated total energy**: -27851.85644 eV
**Orbital gap (spin up / spin down)**: 0.26131 / 0.25619 Ha
**LUMO level (spin up / spin down)**: 0.0904 / -1.1850 eV
**Molar mass**: 134.2 g/mol
**Energy above the lowest of the compared OMol25 structures with the same formula, charge and spin**: 82.9 kcal per mole


# C3H6N2S3

One molecule with the formula C3H6N2S3 in a non-equilibrium geometry (the ωB97M-V functional and the def2-TZVPD basis, the OMol25 dataset).

```
! RIJCOSX wB97M-V def2-TZVPD def2/J DEFGRID3
* xyz 0 1
C -1.956 -0.380 -1.059
C 0.613 0.032 -0.090
C 0.949 1.474 -0.194
H -2.010 0.728 -1.133
H -2.633 -0.977 -1.672
H -2.191 -0.685 0.026
H 0.989 -2.156 2.102
H 0.254 -2.390 0.507
H 2.406 3.142 0.736
N 0.805 -0.494 1.062
N 0.467 -1.735 1.271
S -0.284 -0.956 -1.343
S 1.981 1.930 1.182
S 0.610 2.469 -1.394
*
```

Values from the calculation:
**Structure (SMILES)**: CS/C(=N\N)C(=S)S
**HOMO**: -8.554 eV
**Calculated total energy**: -38692.40249 eV
**Orbital gap**: 0.29462 Ha
**LUMO level**: -0.5373 eV
**Molar mass**: 166.3 g/mol
**Energy above the lowest of the compared OMol25 structures with the same formula, charge and spin**: 49.5 kcal per mole


# C3H6N2S3

A 2-piece molecular cluster, C3H6N2S3 overall in a non-equilibrium geometry (the ωB97M-V functional and the def2-TZVPD basis, the OMol25 dataset).

```
! RIJCOSX wB97M-V def2-TZVPD def2/J DEFGRID3
* xyz 0 1
C -1.968 0.644 0.459
C -1.317 -0.604 0.777
C -2.232 -1.764 0.620
H -4.354 1.976 -0.853
H -3.001 2.686 -0.704
H -1.154 1.385 -0.051
H -0.608 -0.795 1.649
H -1.915 -2.665 1.129
H -3.410 -1.793 0.522
N -3.558 2.111 -0.216
N -3.174 0.924 0.279
S 4.295 0.426 0.394
S 2.563 0.216 -0.460
S -0.942 -1.374 -0.764
*
```

Values from the calculation:
**HOMO**: -8.426 eV
**Calculated total energy**: -38689.50353 eV
**Orbital gap**: 0.21153 Ha
**LUMO level**: -2.6701 eV
**Molar mass**: 166.3 g/mol
**Energy above the lowest of the compared OMol25 structures with the same formula, charge and spin**: 116.4 kcal per mole


# C3H6N3

An isolated ion of composition C3H6N3 and charge +1 in a non-equilibrium geometry (the ωB97M-V functional and the def2-TZVPD basis, the OMol25 dataset).

```
! RIJCOSX wB97M-V def2-TZVPD def2/J DEFGRID3
* xyz 1 1
C -2.073 -0.935 0.034
C -0.596 -0.780 0.032
C 0.882 1.214 0.074
N -1.545 1.243 -0.112
N -2.555 0.525 0.083
N -0.412 0.638 -0.074
H -2.802 -1.779 -0.023
H -0.180 -1.256 0.900
H -0.056 -1.399 -0.645
H 0.928 1.959 -0.746
H 1.214 1.661 1.030
H 1.546 0.379 0.016
*
```

Values from the calculation:
**Structure (SMILES)**: C[N+]1=NN=CC1
**HOMO (spin up / spin down)**: -15.873 / -15.873 eV
**Calculated total energy**: -7667.28474 eV
**Orbital gap (spin up / spin down)**: 0.32313 / 0.32311 Ha
**LUMO level (spin up / spin down)**: -7.0802 / -7.0808 eV
**Molar mass**: 84.1 g/mol
**Energy above the lowest of the compared OMol25 structures with the same formula, charge and spin**: 94.4 kcal per mole


# C3H6N3

An isolated ion of composition C3H6N3 and charge +1 in a non-equilibrium geometry (the ωB97M-V functional and the def2-TZVPD basis, the OMol25 dataset).

```
! RIJCOSX wB97M-V def2-TZVPD def2/J DEFGRID3
* xyz 1 1
C 1.526 -2.525 1.105
C 0.743 -1.811 0.545
C -0.153 0.403 -0.080
N -1.159 1.065 -0.611
N -0.174 -1.068 -0.093
N 0.914 0.965 0.448
H 2.207 -3.164 1.581
H -1.955 0.592 -1.008
H -1.142 2.073 -0.658
H -0.996 -1.529 -0.454
H 1.052 1.964 0.459
H 1.642 0.379 0.838
*
```

Values from the calculation:
**Structure (SMILES)**: C#CNC(N)=[NH2+]
**HOMO**: -13.698 eV
**Calculated total energy**: -7670.57255 eV
**Orbital gap**: 0.37909 Ha
**LUMO level**: -3.3826 eV
**Molar mass**: 84.1 g/mol
**Energy above the lowest of the compared OMol25 structures with the same formula, charge and spin**: 18.5 kcal per mole


# C3H6N3

An isolated ion of composition C3H6N3 and charge +1 in a non-equilibrium geometry (the ωB97M-V functional and the def2-TZVPD basis, the OMol25 dataset).

```
! RIJCOSX wB97M-V def2-TZVPD def2/J DEFGRID3
* xyz 1 1
C -2.018 -0.149 -0.236
C -1.427 1.136 0.143
C 1.535 -1.106 -0.094
N -1.727 -1.242 -0.441
N 0.049 0.712 0.075
N 0.303 -0.454 -0.174
H -1.699 1.967 -0.584
H -1.439 1.419 1.245
H 2.333 -0.554 -0.661
H 1.855 -1.009 1.075
H 1.534 -2.139 -0.519
H 0.702 1.420 0.171
*
```

Values from the calculation:
**Structure (SMILES)**: C/N=[NH+]/CC#N
**HOMO**: -15.471 eV
**Calculated total energy**: -7667.02551 eV
**Orbital gap**: 0.33896 Ha
**LUMO level**: -6.2476 eV
**Molar mass**: 84.1 g/mol
**Energy above the lowest of the compared OMol25 structures with the same formula, charge and spin**: 100.3 kcal per mole